No. 1
A structure of composition C22H22BF2MoN7S in a non-equilibrium geometry, computed with wB97M-V/def2-TZVPD.

Structure (ORCA input):
```
! RIJCOSX wB97M-V def2-TZVPD def2/J DEFGRID3
* xyz 2 3
Mo -0.529 -1.650 0.076
C 3.663 -1.676 -0.231
C 2.428 -1.469 -0.813
N 1.470 -1.526 0.139
N 2.083 -1.781 1.320
C 3.398 -1.871 1.121
B 1.236 -2.159 2.561
N 0.122 -1.077 2.768
C -0.122 -0.331 3.851
C -1.414 0.170 3.772
C -1.915 -0.312 2.573
N -0.978 -1.060 1.972
N 0.491 -3.452 2.201
C 0.397 -4.607 2.872
C -0.525 -5.414 2.232
C -0.972 -4.662 1.155
N -0.356 -3.470 1.135
H 4.621 -1.698 -0.720
H 2.172 -1.286 -1.844
H 4.074 -2.073 1.935
H 1.910 -2.270 3.528
H 0.623 -0.212 4.621
H -1.918 0.793 4.490
H -2.889 -0.174 2.132
H 0.988 -4.795 3.754
H -0.839 -6.405 2.507
H -1.705 -4.942 0.420
F -2.767 -2.130 -0.176
C -1.943 -2.450 -1.289
F -1.979 -3.777 -1.466
H -2.387 -1.986 -2.171
N -0.497 -0.044 -1.188
S 0.594 1.214 -1.210
C -0.112 2.520 -0.191
C -1.377 2.409 0.353
C -1.873 3.470 1.099
C -1.102 4.608 1.288
C 0.170 4.698 0.738
C 0.680 3.645 -0.005
C 0.373 1.918 -2.839
C 1.435 1.822 -3.727
C 1.277 2.321 -5.012
C 0.073 2.899 -5.388
C -0.978 2.993 -4.482
C -0.835 2.505 -3.195
H -1.211 0.146 -1.885
H -1.978 1.529 0.175
H -2.866 3.410 1.524
H -1.504 5.431 1.864
H 0.762 5.591 0.884
H 1.669 3.703 -0.444
H 2.370 1.371 -3.419
H 2.095 2.256 -5.716
H -0.049 3.279 -6.393
H -1.910 3.456 -4.776
H -1.644 2.600 -2.480
*
```

Values from the calculation:
- F_max (eV/A) = 1.76
- <S²> = 2.02
- HOMO-LUMO gap (spin up / spin down) (eV) = 7.28 / 7.76
- energy above the lowest of the compared OMol25 structures with the same formula, charge and spin (kcal/mol) = 7.2
- lowest unoccupied orbital energy (spin up / spin down) (hartree) = -0.26391 / -0.26552
- E (hartree) = -1925.3053
- HOMO energy (spin up / spin down) (eV) = -14.5 / -15.0

=====

No. 2
A structure of composition C22H22Br3F7O21 in a non-equilibrium geometry, computed with wB97M-V/def2-TZVPD.

Structure (ORCA input):
```
! RIJCOSX wB97M-V def2-TZVPD def2/J DEFGRID3
* xyz 0 1
C -4.158 0.736 3.342
Br -5.240 -0.927 3.339
Br -5.437 2.196 3.163
Br -2.724 0.861 2.109
H -3.649 0.826 4.313
C -1.626 5.966 -1.229
C -2.648 6.180 -2.360
O -2.601 5.026 -3.138
C -1.511 4.249 -2.693
O -1.228 3.220 -3.212
O -0.864 4.864 -1.716
F -2.336 7.236 -3.237
H -2.077 5.722 -0.247
H -0.992 6.799 -1.059
H -3.673 6.227 -2.039
C 2.436 -5.928 4.460
C 1.847 -5.706 3.109
O 0.993 -6.794 2.905
C 1.340 -7.783 3.817
O 0.747 -8.795 3.857
O 2.259 -7.325 4.696
F 2.767 -5.737 2.127
H 1.868 -5.340 5.165
H 3.486 -5.617 4.516
H 1.249 -4.848 2.849
C 4.107 0.459 -1.252
C 4.358 -1.007 -1.497
O 4.362 -1.524 -0.181
C 4.752 -0.577 0.655
O 4.962 -0.687 1.792
O 4.892 0.629 -0.034
F 5.574 -1.215 -1.960
H 3.098 0.749 -1.012
H 4.587 1.045 -2.041
H 3.556 -1.451 -2.114
C 2.893 1.442 2.838
C 2.952 2.858 3.279
O 1.668 3.375 3.034
C 1.105 2.613 2.078
O 0.077 2.885 1.620
O 1.866 1.551 1.828
F 3.943 3.616 2.590
H 2.774 0.568 3.482
H 3.808 1.187 2.330
H 3.199 3.084 4.317
C -4.795 -0.382 -0.603
C -3.700 -0.585 -1.656
O -2.975 0.655 -1.577
C -3.754 1.567 -0.981
O -3.424 2.739 -0.940
O -4.797 1.034 -0.399
F -4.277 -0.723 -2.941
H -4.572 -0.744 0.409
H -5.779 -0.643 -0.914
H -2.957 -1.350 -1.586
C -1.450 0.594 -4.620
C -0.428 0.346 -5.639
O 0.750 0.346 -4.925
C 0.503 0.085 -3.619
O 1.329 -0.113 -2.851
O -0.859 -0.042 -3.507
F -0.421 1.282 -6.604
H -2.437 0.301 -4.811
H -1.494 1.616 -4.331
H -0.452 -0.707 -6.040
C 0.040 -1.021 0.366
C 0.789 -2.231 0.941
O 0.008 -3.326 0.570
C -1.222 -2.925 0.113
O -2.129 -3.620 -0.146
O -1.272 -1.576 0.099
F 0.750 -2.191 2.375
H 0.436 -0.756 -0.638
H -0.001 -0.233 1.141
H 1.830 -2.307 0.725
*
```

Values from the calculation:
- F_max (eV/A) = 5.91
- HOMO-LUMO gap (eV) = 10.14
- energy above the lowest of the compared OMol25 structures with the same formula, charge and spin (kcal/mol) = 6.9
- lowest unoccupied orbital energy (hartree) = -0.01340
- E (hartree) = -10852.7421
- HOMO energy (eV) = -10.5

=====

No. 3
A structure of composition C22H22Cl2CrN3O3, computed with wB97M-V/def2-TZVPD.

Structure (ORCA input):
```
! RIJCOSX wB97M-V def2-TZVPD def2/J DEFGRID3
* xyz 2 2
Cr -0.182 -0.306 0.660
Cl 5.365 3.366 -2.179
C 4.182 2.517 -1.271
C 4.281 2.472 0.119
C 3.341 1.791 0.868
Cl 3.479 1.736 2.582
C 2.268 1.146 0.245
O 1.385 0.480 0.998
C 2.179 1.203 -1.158
C 1.111 0.544 -1.858
O 0.168 -0.052 -1.329
C 3.142 1.881 -1.910
H 5.101 2.970 0.621
H 1.139 0.574 -2.952
H 3.070 1.911 -2.991
C -4.176 -1.963 0.127
C -3.905 -3.245 -0.326
C -2.588 -3.656 -0.455
C -1.573 -2.772 -0.147
N -1.840 -1.515 0.263
C -3.116 -1.129 0.411
C -0.139 -3.122 -0.153
C 0.368 -4.320 -0.617
C 1.730 -4.561 -0.513
C 2.542 -3.601 0.064
C 1.970 -2.420 0.496
N 0.659 -2.180 0.380
H -5.189 -1.612 0.262
H -4.712 -3.927 -0.561
H -2.363 -4.663 -0.775
H -3.274 -0.123 0.774
H -0.283 -5.062 -1.056
H 2.147 -5.493 -0.873
H 3.606 -3.754 0.180
H 2.563 -1.639 0.952
N -0.351 -1.096 3.776
C -0.371 -0.781 2.672
H -0.334 -1.365 4.743
C -1.383 2.959 -1.341
C -1.979 1.762 -0.636
O -1.275 1.410 0.602
C -1.337 2.523 1.556
C -0.954 2.126 2.954
H -1.803 3.014 -2.346
H -0.299 2.869 -1.430
H -1.610 3.899 -0.841
H -1.935 0.878 -1.263
H -3.019 1.945 -0.366
H -2.360 2.898 1.527
H -0.673 3.296 1.175
H -1.658 1.409 3.378
H -0.998 3.026 3.570
H 0.062 1.738 3.010
*
```

Values from the calculation:
- F_max (eV/A) = 0.36
- <S²> = 0.76
- HOMO-LUMO gap (spin up / spin down) (eV) = 6.73 / 7.37
- lowest unoccupied orbital energy (spin up / spin down) (hartree) = -0.27401 / -0.25058
- E (hartree) = -3205.8902
- HOMO energy (spin up / spin down) (eV) = -14.2 / -14.2

=====

No. 4
A structure of composition C22H22ClFeN6O in a non-equilibrium geometry, computed with wB97M-V/def2-TZVPD.

Structure (ORCA input):
```
! RIJCOSX wB97M-V def2-TZVPD def2/J DEFGRID3
* xyz 1 5
Fe -0.555 -0.051 0.370
Cl -4.965 1.245 -5.383
C -4.107 0.747 -3.979
C -3.944 -0.624 -3.729
C -3.305 -1.041 -2.595
C -2.721 -0.121 -1.684
O -2.135 -0.561 -0.633
C -2.826 1.279 -1.993
C -2.176 2.271 -1.197
N -1.252 2.020 -0.325
C -0.719 3.008 0.498
C -0.632 4.345 0.150
C -0.052 5.281 1.008
C 0.409 4.907 2.241
C 0.289 3.571 2.669
C 0.665 3.159 3.964
C 0.489 1.851 4.335
C -0.011 0.952 3.387
N -0.358 1.293 2.161
C -0.245 2.596 1.785
C -3.577 1.679 -3.113
H -4.329 -1.343 -4.436
H -3.206 -2.090 -2.355
H -2.504 3.298 -1.373
H -0.992 4.672 -0.813
H 0.015 6.308 0.692
H 0.853 5.625 2.914
H 1.060 3.892 4.649
H 0.723 1.519 5.333
H -0.138 -0.091 3.645
H -3.717 2.730 -3.312
C 0.466 -2.693 -0.810
N 1.157 -3.945 -0.605
C 2.416 -3.903 -1.340
N 3.249 -2.797 -0.884
C 2.543 -1.549 -1.079
N 1.264 -1.531 -0.332
C 1.589 -1.773 1.095
N 2.287 -3.020 1.305
C 1.453 -4.112 0.812
C 3.528 -2.979 0.533
H -0.491 -2.710 -0.272
H 0.270 -2.562 -1.878
H 2.200 -3.779 -2.403
H 2.951 -4.840 -1.184
H 2.336 -1.416 -2.144
H 3.170 -0.724 -0.730
H 0.645 -1.791 1.672
H 2.220 -0.950 1.449
H 0.518 -4.130 1.378
H 1.977 -5.058 0.963
H 4.074 -3.913 0.680
H 4.143 -2.148 0.892
*
```

Values from the calculation:
- F_max (eV/A) = 2.57
- <S²> = 6.01
- HOMO-LUMO gap (spin up / spin down) (eV) = 6.80 / 6.81
- lowest unoccupied orbital energy (spin up / spin down) (hartree) = -0.13438 / -0.13692
- E (hartree) = -2979.0381
- HOMO energy (spin up / spin down) (eV) = -10.5 / -10.5

=====

No. 5
A cluster of 4 separate species, C22H22F3NO3S in total in a non-equilibrium geometry, computed with wB97M-V/def2-TZVPD.

Structure (ORCA input):
```
! RIJCOSX wB97M-V def2-TZVPD def2/J DEFGRID3
* xyz 0 1
H 1.342 6.402 -3.148
N 1.719 5.462 -3.304
C 1.255 4.964 -4.360
C 1.704 3.575 -4.803
C 0.275 5.774 -5.235
O -0.721 6.513 -4.505
C -1.777 5.793 -4.096
O -2.732 6.368 -3.765
O -1.734 4.401 -4.078
S -3.293 3.744 -4.263
H 0.961 2.799 -4.573
H 1.957 3.557 -5.877
H 2.620 3.318 -4.248
H 0.880 6.536 -5.755
H -0.160 5.125 -6.011
H -3.621 3.867 -5.583
F 1.621 -0.773 -1.172
C 0.666 0.176 -1.202
C 0.901 1.350 -1.891
C -0.087 2.325 -1.924
C -1.288 2.119 -1.261
C -1.506 0.936 -0.568
C -0.526 -0.046 -0.542
H 1.849 1.495 -2.394
H 0.081 3.245 -2.465
H -2.056 2.883 -1.283
H -2.441 0.776 -0.046
H -0.683 -0.977 -0.014
F -2.236 -1.734 2.087
C -2.170 -3.079 2.150
C -1.029 -3.719 1.708
C -0.960 -5.103 1.779
C -2.033 -5.828 2.280
C -3.176 -5.169 2.717
C -3.244 -3.784 2.657
H -0.207 -3.139 1.314
H -0.068 -5.616 1.442
H -1.979 -6.908 2.331
H -4.014 -5.734 3.104
H -4.122 -3.252 3.001
F 1.713 -3.392 2.581
C 2.109 -3.306 3.865
C 3.449 -3.440 4.169
C 3.855 -3.346 5.493
C 2.916 -3.131 6.494
C 1.571 -3.003 6.171
C 1.163 -3.086 4.847
H 4.165 -3.615 3.376
H 4.903 -3.442 5.744
H 3.234 -3.062 7.527
H 0.839 -2.840 6.951
H 0.120 -2.981 4.575
*
```

Values from the calculation:
- F_max (eV/A) = 2.97
- HOMO-LUMO gap (eV) = 9.21
- lowest unoccupied orbital energy (hartree) = 0.00474
- E (hartree) = -1829.7250
- HOMO energy (eV) = -9.1

=====

Copy entry 4 word for word.
A structure of composition C22H22ClFeN6O in a non-equilibrium geometry, computed with wB97M-V/def2-TZVPD.

Structure (ORCA input):
```
! RIJCOSX wB97M-V def2-TZVPD def2/J DEFGRID3
* xyz 1 5
Fe -0.555 -0.051 0.370
Cl -4.965 1.245 -5.383
C -4.107 0.747 -3.979
C -3.944 -0.624 -3.729
C -3.305 -1.041 -2.595
C -2.721 -0.121 -1.684
O -2.135 -0.561 -0.633
C -2.826 1.279 -1.993
C -2.176 2.271 -1.197
N -1.252 2.020 -0.325
C -0.719 3.008 0.498
C -0.632 4.345 0.150
C -0.052 5.281 1.008
C 0.409 4.907 2.241
C 0.289 3.571 2.669
C 0.665 3.159 3.964
C 0.489 1.851 4.335
C -0.011 0.952 3.387
N -0.358 1.293 2.161
C -0.245 2.596 1.785
C -3.577 1.679 -3.113
H -4.329 -1.343 -4.436
H -3.206 -2.090 -2.355
H -2.504 3.298 -1.373
H -0.992 4.672 -0.813
H 0.015 6.308 0.692
H 0.853 5.625 2.914
H 1.060 3.892 4.649
H 0.723 1.519 5.333
H -0.138 -0.091 3.645
H -3.717 2.730 -3.312
C 0.466 -2.693 -0.810
N 1.157 -3.945 -0.605
C 2.416 -3.903 -1.340
N 3.249 -2.797 -0.884
C 2.543 -1.549 -1.079
N 1.264 -1.531 -0.332
C 1.589 -1.773 1.095
N 2.287 -3.020 1.305
C 1.453 -4.112 0.812
C 3.528 -2.979 0.533
H -0.491 -2.710 -0.272
H 0.270 -2.562 -1.878
H 2.200 -3.779 -2.403
H 2.951 -4.840 -1.184
H 2.336 -1.416 -2.144
H 3.170 -0.724 -0.730
H 0.645 -1.791 1.672
H 2.220 -0.950 1.449
H 0.518 -4.130 1.378
H 1.977 -5.058 0.963
H 4.074 -3.913 0.680
H 4.143 -2.148 0.892
*
```

Values from the calculation:
- F_max (eV/A) = 2.57
- <S²> = 6.01
- HOMO-LUMO gap (spin up / spin down) (eV) = 6.80 / 6.81
- lowest unoccupied orbital energy (spin up / spin down) (hartree) = -0.13438 / -0.13692
- E (hartree) = -2979.0381
- HOMO energy (spin up / spin down) (eV) = -10.5 / -10.5

=====

Look up the F_max of the first one. 1.76 eV/A

=====

Which of these has the highest E? C22H22F3NO3S

=====

Which value of E does entry 4 give? -2979.0381 hartree